Entry from the Open Molecules 2025 dataset: a 2-piece molecular cluster, C10H16O overall at a distorted geometry (ωB97M-V/def2-TZVPD).

Summary:
- HOMO-LUMO gap (eV) = 8.96
- energy above the lowest of the compared OMol25 structures with the same formula, charge and spin (kJ/mol) = 284.1
- SMILES string = CCc1ccc(O)cc1.CC
- LUMO energy (eV) = 0.87
- highest occupied orbital energy (eV) = -8.08

```
! wB97M-V def2-TZVPD RIJCOSX def2/J DEFGRID3
* xyz 0 1
C 0.15735 2.22402 1.29936
C 1.12127 3.09070 0.44441
C 0.63120 0.77751 1.34721
C 1.91000 0.49117 1.89430
C -0.29837 -0.24306 1.02840
C 2.42376 -0.78006 1.68997
C 0.18058 -1.58157 1.12703
C 1.55304 -1.75201 1.20642
O 1.88933 -2.97380 0.76140
H 0.15494 2.64383 2.33791
H -0.91749 2.30444 1.19636
H 0.82207 2.96704 -0.58049
H 2.42388 1.24274 2.46970
H -1.31123 -0.18759 0.99404
H 3.37537 -1.02422 2.11368
H -0.57218 -2.32640 1.09793
H 2.72624 -3.23572 0.94869
H 2.08841 2.58298 0.30762
H 1.22355 4.05206 0.62072
C -2.27327 -0.37796 -2.64676
C -2.66671 -1.81602 -2.93527
H -1.38862 -0.13820 -2.04223
H -2.02092 0.18682 -3.60268
H -3.05865 0.23226 -2.27136
H -2.17797 -2.09950 -3.89961
H -2.24014 -2.33144 -2.03961
H -3.75544 -1.92801 -2.86714
*
```